# 1
ORCA calculation (ωB97M-V with the def2-TZVPD basis set) on a structure of composition C37H23F15GeN4O4S3SiW at a distorted geometry.

The total charge is 0. The LUMO energy (spin up / spin down) comes out at -1.402 / -1.610 eV. The HOMO-LUMO gap (spin up / spin down) is 5.15 / 7.20 eV. As for the spin multiplicity: 3. The expectation value of S² is 2.03.

CARTESIAN COORDINATES (ANGSTROEM)
W (0.442, -1.874, -0.415)
O (2.434, 1.087, -2.685)
C (1.599, 0.110, -2.320)
O (1.411, -0.104, -1.065)
C (0.909, -0.672, -3.243)
C (0.743, -0.491, -4.634)
C (-0.096, -1.334, -5.307)
C (-0.761, -2.378, -4.622)
C (-0.530, -2.512, -3.280)
N (0.272, -1.691, -2.611)
C (-1.094, -3.575, -2.388)
O (-1.876, -4.416, -2.741)
O (-0.590, -3.472, -1.170)
H (2.933, 1.349, -1.896)
H (1.259, 0.326, -5.122)
H (-0.262, -1.199, -6.369)
H (-1.427, -3.073, -5.113)
C (5.206, -4.042, -2.267)
S (4.566, -4.761, -0.742)
C (3.108, -3.847, -0.490)
S (2.681, -2.528, -1.479)
N (2.412, -4.240, 0.526)
N (1.260, -3.516, 0.736)
C (0.608, -3.976, 1.739)
C (-0.744, -3.540, 1.968)
C (-1.529, -4.156, 2.921)
C (-2.884, -3.871, 2.958)
C (-3.383, -2.988, 2.025)
C (-2.513, -2.378, 1.131)
N (-1.209, -2.622, 1.111)
H (6.071, -4.650, -2.527)
H (5.516, -3.011, -2.113)
H (4.464, -4.101, -3.059)
H (1.055, -4.786, 2.301)
H (-1.073, -4.869, 3.596)
H (-3.533, -4.349, 3.680)
H (-4.437, -2.750, 1.977)
H (-2.877, -1.650, 0.424)
C (3.729, -1.773, 2.285)
Si (2.669, -0.274, 1.912)
C (3.625, 0.776, 0.683)
C (2.532, 0.716, 3.496)
C (0.920, -0.741, 1.403)
H (4.593, -1.473, 2.888)
H (4.110, -2.234, 1.372)
H (3.185, -2.537, 2.849)
H (4.476, 1.251, 1.181)
H (2.997, 1.563, 0.254)
H (4.008, 0.138, -0.122)
H (3.530, 1.010, 3.834)
H (2.070, 0.123, 4.292)
H (1.936, 1.624, 3.366)
H (0.381, 0.210, 1.356)
H (0.529, -1.240, 2.296)
F (0.790, 3.109, 1.718)
C (0.927, 3.354, 0.407)
C (0.079, 2.780, -0.525)
C (0.344, 3.054, -1.857)
F (-0.410, 2.499, -2.814)
C (1.367, 3.886, -2.257)
F (1.592, 4.132, -3.546)
C (2.183, 4.455, -1.296)
F (3.185, 5.246, -1.661)
C (1.967, 4.188, 0.042)
F (2.769, 4.721, 0.962)
Ge (-1.489, 1.683, -0.093)
S (-1.546, -0.333, -0.903)
C (-1.893, 2.067, 1.813)
C (-2.133, 3.395, 2.133)
F (-2.012, 4.343, 1.189)
C (-2.462, 3.816, 3.404)
F (-2.679, 5.104, 3.670)
C (-2.561, 2.880, 4.416)
F (-2.878, 3.261, 5.648)
C (-2.326, 1.548, 4.142)
F (-2.423, 0.643, 5.117)
C (-1.999, 1.165, 2.853)
F (-1.793, -0.142, 2.660)
C (-3.109, 2.479, -0.919)
C (-4.306, 1.814, -0.693)
F (-4.356, 0.780, 0.166)
C (-5.494, 2.175, -1.295)
F (-6.622, 1.509, -1.047)
C (-5.507, 3.254, -2.157)
F (-6.639, 3.622, -2.748)
C (-4.345, 3.965, -2.384)
F (-4.366, 5.026, -3.191)
C (-3.175, 3.579, -1.757)
F (-2.102, 4.350, -1.978)

---

# 2
ORCA calculation (ωB97M-V with the def2-TZVPD basis set) on a structure of composition C42H39GeMoO2PS3Sb at a distorted geometry.

The total charge is 0. The LUMO energy (spin up / spin down) comes out at -2.271 / -2.011 eV. The HOMO-LUMO gap (spin up / spin down) is 4.81 / 4.77 eV. As for the spin multiplicity: 2. The expectation value of S² is 0.82.

CARTESIAN COORDINATES (ANGSTROEM)
Mo (1.048, 0.805, 1.373)
C (4.007, 2.507, -0.093)
C (4.335, 1.408, -1.056)
C (5.032, 1.704, -2.221)
C (5.435, 0.707, -3.091)
C (5.134, -0.615, -2.815)
C (4.407, -0.931, -1.683)
C (4.006, 0.069, -0.801)
P (3.080, -0.349, 0.703)
C (2.703, -2.125, 0.542)
C (1.670, -2.344, -0.376)
C (1.147, -3.607, -0.564)
C (1.647, -4.664, 0.178)
C (2.678, -4.454, 1.076)
C (3.225, -3.192, 1.280)
C (4.341, -3.017, 2.262)
C (4.257, 0.039, 2.011)
C (5.634, 0.131, 1.877)
C (6.388, 0.615, 2.933)
C (5.761, 1.024, 4.100)
C (4.387, 0.919, 4.240)
C (3.615, 0.413, 3.199)
C (2.155, 0.192, 3.260)
H (4.032, 3.475, -0.592)
H (4.739, 2.524, 0.717)
H (3.011, 2.373, 0.360)
H (5.268, 2.734, -2.446)
H (5.986, 0.963, -3.983)
H (5.459, -1.400, -3.481)
H (4.149, -1.960, -1.479)
H (1.262, -1.511, -0.941)
H (0.338, -3.758, -1.261)
H (1.226, -5.651, 0.065)
H (3.069, -5.287, 1.642)
H (4.619, -3.973, 2.698)
H (4.049, -2.345, 3.068)
H (5.217, -2.594, 1.773)
H (6.115, -0.168, 0.955)
H (7.461, 0.687, 2.842)
H (6.351, 1.423, 4.912)
H (3.906, 1.223, 5.159)
H (1.757, 0.666, 4.170)
H (1.990, -0.891, 3.379)
S (-0.815, -1.343, 3.640)
Sb (-1.561, 0.890, 4.427)
S (-0.160, 2.143, 2.839)
S (-0.471, -0.965, 1.667)
O (-0.474, -0.040, -1.276)
C (-0.061, 1.062, -0.959)
O (1.146, 1.270, -0.548)
C (-0.946, 2.292, -1.025)
C (-2.110, 2.025, -0.078)
Ge (-3.571, 0.905, -0.853)
C (-3.107, -0.829, -1.680)
C (-2.779, -0.920, -3.025)
C (-2.396, -2.130, -3.575)
C (-2.335, -3.263, -2.781)
C (-2.664, -3.181, -1.439)
C (-3.047, -1.970, -0.893)
C (-4.787, 0.522, 0.671)
C (-5.935, -0.232, 0.454)
C (-6.773, -0.578, 1.498)
C (-6.478, -0.162, 2.787)
C (-5.347, 0.602, 3.018)
C (-4.513, 0.939, 1.966)
C (-4.507, 2.067, -2.168)
C (-4.399, 3.451, -2.110)
C (-5.071, 4.260, -3.008)
C (-5.876, 3.694, -3.982)
C (-6.001, 2.317, -4.045)
C (-5.322, 1.513, -3.147)
H (-1.301, 2.427, -2.050)
H (-0.363, 3.171, -0.716)
H (-2.546, 2.968, 0.257)
H (-1.732, 1.517, 0.814)
H (-2.811, -0.031, -3.645)
H (-2.138, -2.191, -4.623)
H (-2.030, -4.208, -3.211)
H (-2.617, -4.063, -0.816)
H (-3.296, -1.908, 0.158)
H (-6.165, -0.552, -0.554)
H (-7.653, -1.179, 1.315)
H (-7.128, -0.429, 3.607)
H (-5.112, 0.947, 4.018)
H (-3.639, 1.551, 2.162)
H (-3.784, 3.910, -1.348)
H (-4.965, 5.334, -2.945)
H (-6.403, 4.324, -4.684)
H (-6.631, 1.869, -4.800)
H (-5.424, 0.437, -3.204)

---

# 3
ORCA calculation (ωB97M-V with the def2-TZVPD basis set) on an isolated molecule of C4H8O2 at a distorted geometry.

The energy above the lowest of the compared OMol25 structures with the same formula, charge and spin is 195.3 kJ/mol. The total charge is 0. Its SMILES is O/C=C\CCO. The LUMO energy comes out at 0.925 eV. The HOMO-LUMO gap is 9.89 eV.

CARTESIAN COORDINATES (ANGSTROEM)
O (0.098, 0.698, -1.858)
C (0.841, -0.344, -1.459)
C (0.909, -0.752, -0.173)
C (0.517, 0.197, 0.952)
C (-1.009, 0.476, 0.994)
O (-1.591, -0.043, -0.201)
H (-0.739, 0.666, -1.247)
H (1.367, -0.866, -2.259)
H (1.400, -1.689, 0.059)
H (0.857, -0.202, 1.911)
H (1.057, 1.135, 0.781)
H (-1.504, -0.020, 1.832)
H (-1.230, 1.548, 1.048)
H (-0.973, -0.805, -0.380)

---

# 4
ORCA calculation (ωB97M-V with the def2-TZVPD basis set) on an isolated molecule of C5H10NO2P at a distorted geometry.

The energy above the lowest of the compared OMol25 structures with the same formula, charge and spin is 313.7 kJ/mol. The total charge is 0. The LUMO energy (spin up / spin down) comes out at -0.924 / -0.163 eV. The HOMO-LUMO gap (spin up / spin down) is 6.55 / 8.26 eV.

CARTESIAN COORDINATES (ANGSTROEM)
C (1.890, -1.005, -0.084)
C (-1.250, 0.570, -0.085)
C (0.044, 0.703, -0.784)
C (-1.883, -0.754, -0.286)
C (1.269, 0.310, 0.059)
N (1.714, 1.250, 0.968)
O (1.628, -1.917, -0.860)
O (2.906, -1.017, 0.792)
P (-3.577, -0.777, 0.524)
H (-1.100, 0.796, 1.100)
H (-1.884, 1.308, -0.480)
H (0.116, 0.037, -1.727)
H (0.110, 1.751, -1.186)
H (-1.903, -1.087, -1.403)
H (-1.062, -1.438, 0.023)
H (2.292, 0.809, 1.587)
H (3.413, -1.840, 0.583)
H (1.133, 1.842, 1.379)
H (-3.855, 0.459, -0.120)

---

Calculated total energy: -7069.8609 -5695.6331 -307.6381 -742.9990 (Eh)